Record 1
Entry from the OMol25 dataset: C6H9N in the gas phase (ωB97M-V/def2-TZVPD).

largest force on an atom	4.395	eV/Å
SMILES	CC#CCN1CC1
highest occupied orbital energy	-9.00	eV
ΔE to the lowest compared entry with this formula, charge and spin	475.1	kJ/mol

The geometry in ORCA input format:
```
! wB97M-V def2-TZVPD RIJCOSX def2/J DEFGRID3
* xyz 0 1
C -0.263 -2.681 -0.845
C -0.502 -1.352 -0.324
C -1.083 -0.547 0.351
C -0.924 0.684 1.114
N 0.464 1.183 1.028
C 0.737 2.268 0.106
C 1.132 0.892 -0.223
H -0.967 -2.871 -1.656
H -0.455 -3.398 -0.037
H 0.752 -2.811 -1.204
H -1.671 1.422 0.821
H -1.067 0.440 2.153
H 1.463 3.006 0.413
H -0.119 2.544 -0.502
H 0.297 0.616 -1.154
H 2.207 0.607 -0.040
*
```

Atom charges from the Löwdin analysis, given in e for atoms 1 to 6:
1 C -0.095
2 C -0.123
3 C -0.038
4 C -0.212
5 N -0.109
6 C -0.184



Record 2
Entry from the OMol25 dataset: 2 unconnected molecules or ions with the total composition C6H9N (ωB97M-V/def2-TZVPD).

largest force on an atom	2.504	eV/Å
highest occupied orbital energy	-8.59	eV
ΔE to the lowest compared entry with this formula, charge and spin	572.3	kJ/mol

The geometry in ORCA input format:
```
! wB97M-V def2-TZVPD RIJCOSX def2/J DEFGRID3
* xyz 0 1
C 0.252 -0.659 1.539
C 0.810 -0.409 0.157
C -1.401 -0.180 -1.068
C -1.210 1.084 -0.701
C -0.623 2.133 -0.268
C 1.279 0.965 -0.127
N 1.682 -1.124 -0.462
H -0.557 0.030 1.796
H 1.089 -0.438 2.218
H -0.057 -1.692 1.714
H -2.116 -0.800 -0.539
H -1.230 -0.444 -2.107
H -1.008 3.171 -0.220
H 1.728 1.103 -1.113
H 1.978 1.229 0.689
H 1.964 -1.941 0.081
*
```

Atom charges from the Löwdin analysis, given in e for atoms 1 to 6:
1 C -0.048
2 C -0.553
3 C -0.043
4 C -0.266
5 C 0.056
6 C 0.036



Record 3
Entry from the OMol25 dataset: C6H9N in the gas phase (ωB97M-V/def2-TZVPD).

largest force on an atom	0.420	eV/Å
SMILES	C1[C@H]2N1CC21CC1
highest occupied orbital energy	-8.93	eV
ΔE to the lowest compared entry with this formula, charge and spin	302.9	kJ/mol

The geometry in ORCA input format:
```
! wB97M-V def2-TZVPD RIJCOSX def2/J DEFGRID3
* xyz 0 1
C 1.479 1.340 0.046
C 0.450 0.753 -0.820
N 1.752 0.047 -0.602
C 1.011 -1.029 0.122
C -0.313 -0.284 -0.036
C -1.377 -0.026 0.984
C -1.709 -0.728 -0.309
H 1.261 1.410 1.113
H 2.104 2.132 -0.362
H 0.162 1.120 -1.801
H 1.363 -1.217 1.143
H 1.075 -1.943 -0.479
H -1.719 0.994 1.142
H -1.350 -0.634 1.887
H -1.972 -1.781 -0.274
H -2.245 -0.160 -1.068
*
```

Atom charges from the Löwdin analysis, given in e for atoms 1 to 6:
1 C -0.111
2 C -0.200
3 N -0.023
4 C -0.102
5 C -0.401
6 C -0.085



Record 4
Entry from the OMol25 dataset: C6H9N in the gas phase (ωB97M-V/def2-TZVPD).

largest force on an atom	0.935	eV/Å
SMILES	C1=NCC2(C1)CC2
highest occupied orbital energy	-9.37	eV
ΔE to the lowest compared entry with this formula, charge and spin	231.8	kJ/mol

The geometry in ORCA input format:
```
! wB97M-V def2-TZVPD RIJCOSX def2/J DEFGRID3
* xyz 0 1
C -1.500 -0.913 0.586
N -1.970 -0.301 -0.433
C -1.023 0.810 -0.742
C 0.217 0.291 -0.015
C -0.439 -0.149 1.302
C 1.676 0.544 -0.067
C 1.116 -0.616 -0.844
H -1.703 -1.961 0.772
H -1.321 1.807 -0.384
H -0.960 0.850 -1.835
H 0.220 -0.591 2.049
H -0.969 0.680 1.816
H 2.171 0.251 0.858
H 2.078 1.415 -0.562
H 1.051 -0.474 -1.926
H 1.356 -1.644 -0.574
*
```

Atom charges from the Löwdin analysis, given in e for atoms 1 to 6:
1 C -0.179
2 N 0.050
3 C -0.153
4 C -0.441
5 C -0.101
6 C -0.087



Record 5
Entry from the OMol25 dataset: C6H9N in the gas phase (ωB97M-V/def2-TZVPD).

largest force on an atom	0.424	eV/Å
SMILES	C1[C@H]2N1CC21CC1
highest occupied orbital energy	-8.93	eV
ΔE to the lowest compared entry with this formula, charge and spin	316.7	kJ/mol

The geometry in ORCA input format:
```
! wB97M-V def2-TZVPD RIJCOSX def2/J DEFGRID3
* xyz 0 1
C -1.230 -0.352 1.496
C -0.508 -1.000 0.400
N -1.821 -0.329 0.144
C -1.105 0.613 -0.776
C 0.255 0.055 -0.363
C 1.443 0.809 0.150
C 1.586 -0.150 -1.004
H -0.790 0.529 1.966
H -1.798 -0.995 2.163
H -0.413 -2.070 0.237
H -1.311 1.683 -0.648
H -1.392 0.300 -1.786
H 1.857 0.555 1.123
H 1.491 1.870 -0.092
H 1.820 0.238 -1.990
H 2.049 -1.109 -0.780
*
```

Atom charges from the Löwdin analysis, given in e for atoms 1 to 6:
1 C -0.108
2 C -0.205
3 N -0.023
4 C -0.099
5 C -0.396
6 C -0.089



Record 6
Entry from the OMol25 dataset: 2 unconnected molecules or ions with the total composition C6H9N (ωB97M-V/def2-TZVPD).

largest force on an atom	1.137	eV/Å
SMILES	C/C=C\C#N.C=C
highest occupied orbital energy	-10.06	eV
ΔE to the lowest compared entry with this formula, charge and spin	183.1	kJ/mol

The geometry in ORCA input format:
```
! wB97M-V def2-TZVPD RIJCOSX def2/J DEFGRID3
* xyz 0 1
C 1.384 -0.472 1.034
C 1.574 0.711 0.142
C 0.728 1.735 -0.009
C -0.526 1.815 0.687
N -1.543 1.883 1.239
H 0.396 -0.480 1.501
H 1.503 -1.402 0.466
H 2.148 -0.470 1.821
H 2.497 0.744 -0.436
H 0.952 2.560 -0.679
C -1.124 -1.001 -1.479
C -1.895 -1.171 -0.411
H -0.909 -0.012 -1.879
H -0.674 -1.843 -2.000
H -2.344 -0.329 0.111
H -2.103 -2.162 -0.015
*
```

Atom charges from the Löwdin analysis, given in e for atoms 1 to 6:
1 C -0.091
2 C -0.145
3 C -0.123
4 C -0.242
5 N 0.153
6 H 0.068



| no. | lowest unoccupied orbital energy (eV) | energy (Eh) | frontier orbital gap (eV) |
| --- | --- | --- | --- |
| 1 | 0.93 | -288.60108 | 9.9 |
| 2 | 0.45 | -288.56408 | 9.0 |
| 3 | 1.09 | -288.66668 | 10.0 |
| 4 | 1.03 | -288.69376 | 10.4 |
| 5 | 1.09 | -288.66142 | 10.0 |
| 6 | 0.69 | -288.71230 | 10.8 |